No. 1
14 unconnected molecules or ions with the total composition C56H154N14O14 at a distorted geometry. Source: the Open Molecules 2025 dataset; level of theory: wB97M-V/def2-TZVPD.

Geometry (Å):
C1 -1.4336 -0.7454 -7.2331
C2 -1.3055 0.3731 -6.1619
C3 -1.9242 0.0850 -4.8616
O1 -3.3590 -0.0298 -5.1337
C4 -4.1605 0.3062 -4.0188
N1 0.1176 0.8339 -6.0095
H1 -0.8050 -1.6031 -7.0544
H2 -1.2257 -0.3390 -8.2223
H3 -2.4498 -1.0523 -7.1444
H4 -1.9378 1.2405 -6.5857
H5 -1.7828 0.9310 -4.1617
H6 -1.5324 -0.8725 -4.4588
H7 -5.1761 0.0321 -4.3825
H8 -4.0394 1.2982 -3.7401
H9 -3.9738 -0.3690 -3.1942
H10 0.1408 1.7919 -5.6105
H11 0.5996 0.9134 -6.8915
C5 -2.0600 4.3851 3.6425
C6 -2.6568 5.0188 2.3846
C7 -2.4666 6.6167 2.3545
O2 -3.0123 7.0907 1.1832
C8 -2.7656 8.4134 0.8251
N2 -1.9686 4.4565 1.2413
H12 -0.9792 4.4157 3.6853
H13 -2.2694 3.3295 3.6608
H14 -2.5008 4.8154 4.5327
H15 -3.7412 4.7849 2.3620
H16 -1.3643 6.8657 2.3727
H17 -2.9248 7.0797 3.2594
H18 -1.7026 8.5573 0.9428
H19 -3.2401 9.2150 1.3770
H20 -3.0355 8.5543 -0.2111
H21 -2.3782 4.7472 0.3627
H22 -2.1890 3.4544 1.2337
C9 -1.5468 -5.2875 2.1641
C10 -0.7990 -5.2114 0.8141
C11 0.4832 -6.0460 0.8450
O3 1.2415 -5.8590 -0.2963
C12 2.2094 -4.7765 -0.1963
N3 -1.6764 -5.5256 -0.3055
H23 -0.8670 -4.9017 2.9657
H24 -1.8577 -6.3033 2.4294
H25 -2.4242 -4.6466 2.2162
H26 -0.4032 -4.1529 0.6805
H27 0.2444 -7.1094 0.9336
H28 1.0845 -5.7648 1.7167
H29 1.7017 -3.8546 -0.0317
H30 2.7554 -4.7671 -1.1488
H31 2.8616 -4.9864 0.6586
H32 -1.1424 -5.5120 -1.1919
H33 -2.1317 -6.4352 -0.1825
C13 0.0413 4.8386 -1.8562
C14 1.1756 5.1744 -0.7988
C15 1.1344 6.6271 -0.3230
O4 1.3554 7.5151 -1.4062
C16 1.6808 8.8380 -0.9361
N4 1.0840 4.2234 0.3182
H34 0.4490 4.1770 -2.6472
H35 -0.2783 5.7661 -2.3289
H36 -0.8822 4.4000 -1.3863
H37 2.0711 5.0031 -1.3827
H38 1.9361 6.7160 0.3793
H39 0.1798 6.8499 0.2052
H40 1.9874 9.4698 -1.7714
H41 2.5205 8.8084 -0.2426
H42 0.7867 9.2142 -0.4314
H43 0.1181 4.2752 0.6910
H44 1.7390 4.4635 1.0690
C17 -9.3434 -2.8546 0.7279
C18 -7.9333 -3.5096 0.9473
C19 -6.8440 -2.7986 0.1626
O5 -5.7218 -3.6365 0.0751
C20 -4.5611 -2.9874 -0.3953
N5 -7.7940 -3.6435 2.3783
H45 -10.0574 -3.5478 1.1974
H46 -9.5126 -2.6196 -0.3119
H47 -9.4214 -1.8697 1.2677
H48 -8.0630 -4.5363 0.5659
H49 -6.5072 -1.8305 0.5996
H50 -7.1850 -2.6866 -0.9221
H51 -4.7038 -2.1909 -1.1189
H52 -3.8938 -3.6721 -0.8889
H53 -4.0809 -2.5734 0.5183
H54 -6.8711 -4.0251 2.5560
H55 -7.8078 -2.7421 2.8141
C21 -3.0931 -5.3758 -7.0251
C22 -4.2578 -5.1942 -6.1016
C23 -4.1862 -3.8672 -5.3617
O6 -3.0030 -3.7599 -4.5548
C24 -3.0285 -4.5734 -3.4302
N6 -5.5431 -5.3049 -6.8659
H56 -2.1058 -5.4803 -6.5573
H57 -3.1470 -4.5081 -7.6980
H58 -3.3290 -6.2818 -7.6514
H59 -4.2774 -6.0786 -5.4229
H60 -5.0341 -3.7730 -4.6313
H61 -4.2525 -3.0063 -6.0696
H62 -4.0385 -4.7841 -3.0927
H63 -2.4953 -4.0803 -2.6150
H64 -2.4993 -5.5150 -3.6893
H65 -6.2612 -5.0342 -6.1699
H66 -5.6475 -4.7565 -7.7451
C25 -3.3410 -0.1335 2.1030
C26 -4.3448 0.7720 1.4114
C27 -5.2563 1.4994 2.4208
O7 -5.7576 0.6169 3.3686
C28 -6.5204 1.3943 4.2725
N7 -3.6669 1.7846 0.4962
H67 -2.7473 -0.5971 1.2983
H68 -3.6768 -0.9393 2.7398
H69 -2.6496 0.3653 2.7879
H70 -4.9888 0.0737 0.7680
H71 -6.1072 2.0476 1.9525
H72 -4.6974 2.2735 2.9282
H73 -6.0328 2.3239 4.5967
H74 -6.7376 0.6777 5.0580
H75 -7.4827 1.7330 3.8241
H76 -4.3454 2.1683 -0.1464
H77 -2.9501 1.2982 -0.0633
C29 4.4620 3.2486 1.0459
C30 5.4252 3.4533 2.2268
C31 6.6048 4.1437 1.5619
O8 7.2687 3.1942 0.7275
C32 8.3745 3.8118 0.0986
N8 4.8205 4.2826 3.2835
H78 4.8766 2.5830 0.2770
H79 4.2485 4.2670 0.6652
H80 3.5324 2.7518 1.3082
H81 5.7044 2.4311 2.4852
H82 7.3250 4.5405 2.2833
H83 6.2678 4.9831 0.9414
H84 8.9666 4.3334 0.8326
H85 8.0415 4.4793 -0.7231
H86 8.9832 3.0324 -0.3373
H87 3.9907 3.7604 3.5711
H88 5.4113 4.1381 4.0681
C33 2.2789 -2.1319 2.1260
C34 3.7693 -1.7167 2.2217
C35 4.0761 -0.4241 1.4505
O9 3.9074 -0.4043 0.0438
C36 5.0670 -0.7270 -0.7376
N9 3.9908 -1.3509 3.5822
H89 1.7081 -1.4764 2.7944
H90 2.0835 -3.1953 2.4251
H91 1.8269 -2.1040 1.1663
H92 4.4298 -2.4715 1.7328
H93 5.1324 -0.1988 1.5935
H94 3.4666 0.4131 1.7771
H95 5.4825 -1.7549 -0.4694
H96 5.8959 0.0030 -0.6992
H97 4.7986 -0.6983 -1.7844
H98 4.9673 -1.1456 3.7348
H99 3.7116 -2.0649 4.2307
C37 1.3605 1.3960 4.1184
C38 2.4407 1.7448 5.1752
C39 2.2521 0.8391 6.3984
O10 3.2549 1.0499 7.3678
C40 3.2905 -0.0527 8.3389
N10 3.7899 1.5188 4.6477
H100 1.6038 0.3840 3.6736
H101 1.4243 2.0560 3.2680
H102 0.3900 1.3596 4.6066
H103 2.2704 2.8051 5.5225
H104 2.2560 -0.2507 6.0058
H105 1.2710 1.0575 6.8211
H106 4.1883 0.0962 8.8928
H107 3.3706 -1.0458 7.9272
H108 2.3751 0.0148 8.9660
H109 3.8777 0.5017 4.5309
H110 4.5363 1.7516 5.3183
C41 3.7787 -2.7984 -3.8145
C42 2.5147 -2.2806 -4.5142
C43 1.3364 -3.0848 -4.0950
O11 1.5403 -4.4847 -4.3851
C44 0.3797 -5.2021 -4.3749
N11 2.3461 -0.8971 -4.2721
H111 4.0073 -3.8252 -4.0564
H112 3.5646 -2.7656 -2.7054
H113 4.5702 -2.1399 -4.0400
H114 2.6512 -2.4630 -5.5956
H115 0.3923 -2.7086 -4.4836
H116 1.4326 -2.9900 -3.0259
H117 -0.1121 -5.2422 -3.3662
H118 0.5593 -6.1972 -4.6558
H119 -0.3446 -4.8896 -5.1612
H120 2.4071 -0.6427 -3.3070
H121 1.5993 -0.3815 -4.7449
C45 -0.0287 -4.7329 6.5952
C46 0.5043 -3.2971 6.5023
C47 -0.5511 -2.4544 5.8155
O12 -0.6044 -2.8541 4.5038
C48 -1.5497 -2.1498 3.7586
N12 0.8334 -2.8788 7.8192
H122 0.7896 -5.3218 6.9993
H123 -0.2302 -5.0477 5.5929
H124 -0.9521 -4.8295 7.1902
H125 1.3825 -3.3513 5.9075
H126 -0.2583 -1.3922 5.9057
H127 -1.5246 -2.6374 6.3635
H128 -2.5363 -2.3095 4.1703
H129 -1.4785 -2.4810 2.7189
H130 -1.3341 -1.0764 3.8145
H131 0.7225 -1.8930 7.9829
H132 0.1559 -3.3504 8.4127
C49 3.9793 4.0727 -3.3387
C50 3.9691 2.8180 -4.2202
C51 4.9880 1.8682 -3.7317
O13 6.2679 2.4753 -3.8882
C52 7.2894 1.8176 -3.1930
N13 2.5918 2.3041 -4.3286
H133 5.0030 4.4539 -3.3358
H134 3.7189 3.8276 -2.2989
H135 3.2670 4.8089 -3.7239
H136 4.2627 3.1495 -5.2282
H137 4.9803 0.8600 -4.1259
H138 4.8655 1.7521 -2.6278
H139 7.2437 1.9721 -2.1123
H140 8.1792 2.2368 -3.6054
H141 7.3829 0.7533 -3.5082
H142 2.3061 1.8696 -3.4677
H143 2.6998 1.4956 -4.9515
C53 0.5892 0.6042 0.7817
C54 0.8267 0.3340 -0.7086
C55 -0.3244 0.5747 -1.6437
O14 -1.5147 -0.1566 -1.2849
C56 -1.3279 -1.5492 -1.4702
N14 1.9106 1.1319 -1.2586
H144 1.4378 0.2947 1.4135
H145 -0.1768 -0.0652 1.1164
H146 0.1807 1.6225 0.9299
H147 1.1496 -0.7187 -0.8059
H148 -0.0133 0.3237 -2.7066
H149 -0.6840 1.6176 -1.6999
H150 -0.5611 -1.9671 -0.8418
H151 -1.0983 -1.7789 -2.5772
H152 -2.2569 -2.0744 -1.1588
H153 1.7235 2.0796 -0.9813
H154 2.8067 0.9555 -0.8324

For the highest occupied orbital energy, the calculation gives -0.3122 hartree. The value obtained for the frontier orbital gap is 8.95 eV. As for the energy above the lowest of the compared OMol25 structures with the same formula, charge and spin: 3.205 eV. The LUMO energy comes out at 0.0165 Ha. For the total energy, the calculation gives -4045.63711 Eh.

***

No. 2
A molecular structure, C56H37BrF4HfN4P3S5. Source: the Open Molecules 2025 dataset; level of theory: wB97M-V/def2-TZVPD.

Geometry (Å):
Hf1 0.0340 0.2174 0.3333
S1 -0.8045 -1.0354 -2.2422
P1 -1.9579 -1.7274 -0.7560
C1 -1.0504 -1.7270 0.6950
P2 0.3261 -2.7479 0.6866
S2 1.9318 -1.7550 -0.0545
C2 0.1129 -4.2940 -0.2520
C3 0.6664 -4.4326 -1.5209
C4 0.4270 -5.5846 -2.2603
C5 -0.3711 -6.5922 -1.7390
C6 -0.9288 -6.4541 -0.4736
C7 -0.6831 -5.3112 0.2709
C8 0.7068 -3.3246 2.3611
C9 -0.0984 -2.9605 3.4302
C10 0.2129 -3.4037 4.7097
C11 1.3209 -4.2106 4.9166
C12 2.1334 -4.5695 3.8454
C13 1.8303 -4.1214 2.5700
C14 -3.3734 -0.5959 -0.5204
C15 -3.9133 0.0660 -1.6202
C16 -4.9894 0.9246 -1.4575
C17 -5.5275 1.1311 -0.1922
C18 -4.9885 0.4774 0.9051
C19 -3.9110 -0.3844 0.7428
C20 -2.8346 -3.2738 -1.1554
C21 -2.7083 -3.8818 -2.3957
C22 -3.4304 -5.0370 -2.6783
C23 -4.2756 -5.5793 -1.7227
C24 -4.4001 -4.9720 -0.4774
C25 -3.6821 -3.8216 -0.1933
H1 1.2679 -3.6269 -1.9234
H2 0.8591 -5.6889 -3.2489
H3 -0.5670 -7.4853 -2.3208
H4 -1.5602 -7.2363 -0.0691
H5 -1.1144 -5.2017 1.2598
H6 -0.9394 -2.3016 3.2512
H7 -0.4012 -3.0964 5.5470
H8 1.5636 -4.5524 5.9158
H9 3.0077 -5.1878 4.0085
H10 2.4716 -4.3757 1.7332
H11 -3.4554 -0.0618 -2.5937
H12 -5.3950 1.4512 -2.3128
H13 -6.3539 1.8194 -0.0612
H14 -5.3859 0.6595 1.8962
H15 -3.4453 -0.8566 1.5974
H16 -2.0361 -3.4507 -3.1298
H17 -3.3251 -5.5147 -3.6450
H18 -4.8390 -6.4783 -1.9442
H19 -5.0593 -5.3961 0.2706
H20 -3.7672 -3.3451 0.7773
S3 -0.9092 2.0456 -1.2049
C26 -1.5527 3.3187 -0.2105
C27 -1.8956 4.5469 -0.7723
C28 -2.4530 5.5613 -0.0064
C29 -2.7877 6.8157 -0.6217
N1 -3.0630 7.8160 -1.1189
C30 -2.6830 5.3449 1.3638
C31 -2.3503 4.1198 1.9254
C32 -1.7890 3.0998 1.1586
S4 -1.3651 1.5980 1.9188
C33 -3.2551 6.3689 2.1937
N2 -3.7222 7.1698 2.8750
H21 -1.7249 4.7116 -1.8286
H22 -2.5241 3.9515 2.9811
F1 2.2758 7.1799 -2.5009
C34 2.3215 5.8720 -2.2632
C35 2.6996 5.0003 -3.2614
F2 3.0283 5.4704 -4.4666
C36 2.7544 3.6437 -3.0014
F3 3.1968 2.8773 -4.0078
C37 2.4020 3.1077 -1.7702
P3 2.3333 1.2947 -1.4049
C38 2.0454 0.5093 -3.0286
C39 1.1571 1.0624 -3.9501
C40 0.8408 0.3819 -5.1148
C41 1.3922 -0.8661 -5.3677
C42 2.2601 -1.4317 -4.4464
C43 2.5863 -0.7498 -3.2821
C44 4.0976 0.9605 -1.0618
C45 5.0864 1.0475 -2.0435
C46 6.4146 0.8317 -1.7130
C47 6.7676 0.5304 -0.4026
C48 5.7899 0.4442 0.5759
C49 4.4547 0.6566 0.2492
C50 2.0774 4.0169 -0.7563
Br1 1.8155 3.4545 1.0244
C51 2.0278 5.3736 -1.0087
F4 1.7177 6.2465 -0.0476
H23 0.6947 2.0201 -3.7480
H24 0.1445 0.8230 -5.8177
H25 1.1353 -1.4006 -6.2739
H26 2.6837 -2.4128 -4.6266
H27 3.2485 -1.2114 -2.5617
H28 4.8140 1.2765 -3.0656
H29 7.1776 0.8982 -2.4798
H30 7.8069 0.3592 -0.1486
H31 6.0573 0.2031 1.5975
H32 3.6895 0.5795 1.0115
C52 0.9111 4.6130 4.6774
C53 0.6124 3.1419 4.6855
C54 -0.2455 2.5772 5.6235
C55 -0.4134 1.2116 5.5650
N3 0.1441 0.4473 4.6283
C56 0.8794 1.0835 3.7129
S5 1.5238 0.0912 2.3941
N4 1.1896 2.3897 3.7535
H33 1.2630 4.9443 5.6563
H34 0.0063 5.1778 4.4416
H35 1.6653 4.8372 3.9274
H36 -0.7324 3.1792 6.3800
H37 -1.0232 0.6958 6.3014

For the highest occupied orbital energy, the calculation gives -0.1898 hartree. The value obtained for the frontier orbital gap is 7.34 eV. As for the energy above the lowest of the compared OMol25 structures with the same formula, charge and spin: 0.000 eV. The LUMO energy comes out at 0.0799 Ha. Its total charge is -1. For the total energy, the calculation gives -8412.03501 Eh.

***

No. 3
A molecular structure, C56H43AsBrN6O2S2V. Source: the Open Molecules 2025 dataset; level of theory: wB97M-V/def2-TZVPD.

Geometry (Å):
V1 -1.0291 1.0177 -0.1143
S1 -1.6056 2.7539 1.6908
C1 -3.1824 2.0714 1.6515
S2 -3.5036 0.8793 0.4482
C2 -4.1781 2.4690 2.5518
C3 -5.4934 1.9564 2.4677
N1 -6.5752 1.5517 2.4034
C4 -3.9250 3.4038 3.5833
N2 -3.7585 4.1610 4.4411
C5 -2.9285 -4.3699 -4.3630
C6 -3.9344 -4.0222 -3.3058
C7 -5.1889 -4.6127 -3.2832
C8 -6.1262 -4.2926 -2.3111
C9 -5.8110 -3.3386 -1.3560
C10 -4.5703 -2.7218 -1.3592
C11 -3.6199 -3.0781 -2.3157
N3 -2.3379 -2.4994 -2.3625
C12 -1.8112 -1.6877 -1.3483
N4 -1.8975 -2.2559 -0.1297
C13 -1.5546 -1.8273 1.1948
C14 -1.1435 -0.5245 1.4710
C15 -0.9162 -0.2843 2.8333
C16 -1.0995 -1.2281 3.8257
C17 -1.5134 -2.5092 3.4898
C18 -1.7485 -2.8325 2.1618
C19 -2.2266 -4.2171 1.8122
N5 -1.2402 -0.5610 -1.6125
C20 -1.0510 -0.2524 -2.9876
C21 -1.9868 0.5188 -3.6687
C22 -1.7842 0.8394 -5.0020
C23 -0.6500 0.3767 -5.6553
C24 0.2702 -0.4075 -4.9766
C25 0.0921 -0.7378 -3.6349
C26 1.0883 -1.5887 -2.8994
H1 -3.3053 -5.1656 -5.0050
H2 -1.9846 -4.6971 -3.9206
H3 -2.6937 -3.5147 -5.0047
H4 -5.4286 -5.3439 -4.0476
H5 -7.0957 -4.7735 -2.3100
H6 -6.5353 -3.0469 -0.6065
H7 -4.3597 -1.9419 -0.6375
H8 -2.0249 -2.2385 -3.2859
H9 -2.3234 -3.1644 -0.1661
H10 -0.6163 0.7157 3.1316
H11 -0.9128 -0.9659 4.8613
H12 -1.6650 -3.2640 4.2541
H13 -2.2912 -4.8270 2.7133
H14 -1.5543 -4.7343 1.1191
H15 -3.2239 -4.2179 1.3577
H16 -2.8526 0.8773 -3.1336
H17 -2.5040 1.4632 -5.5161
H18 -0.4682 0.6428 -6.6895
H19 1.1636 -0.7542 -5.4854
H20 2.0318 -1.6287 -3.4460
H21 0.7228 -2.6135 -2.7805
H22 1.2694 -1.1803 -1.9050
C27 6.6626 -0.2762 0.8896
C28 6.3546 0.9818 1.3860
C29 5.0747 1.2652 1.8422
C30 4.0845 0.2912 1.8072
C31 4.3968 -0.9641 1.2928
C32 5.6782 -1.2522 0.8445
As1 2.2114 0.5936 2.3292
C33 2.3676 -0.3859 4.0246
C34 2.2836 -1.7568 4.2047
C35 2.3433 -2.2902 5.4838
C36 2.4652 -1.4510 6.5853
C37 2.5312 -0.0775 6.4128
C38 2.4861 0.4605 5.1300
C39 2.5175 1.8986 4.7969
C40 2.6070 2.9414 5.7131
C41 2.5896 4.2520 5.2617
C42 2.4748 4.5289 3.9059
C43 2.3834 3.4963 2.9824
C44 2.4198 2.1848 3.4318
H23 7.6612 -0.4910 0.5291
H24 7.1106 1.7579 1.4086
H25 4.8415 2.2564 2.2109
H26 3.6282 -1.7282 1.2242
H27 5.8979 -2.2348 0.4440
H28 2.1415 -2.4159 3.3557
H29 2.2650 -3.3618 5.6264
H30 2.4922 -1.8698 7.5843
H31 2.6088 0.5714 7.2774
H32 2.6762 2.7367 6.7747
H33 2.6451 5.0652 5.9756
H34 2.4330 5.5565 3.5662
H35 2.2715 3.6971 1.9260
C45 -1.9178 4.7248 -3.3305
C46 -0.6779 4.3271 -2.8525
C47 -0.5931 3.3430 -1.8739
C48 -1.7059 2.6763 -1.3368
C49 -2.9348 3.1449 -1.8163
C50 -3.0481 4.1373 -2.7784
H36 -2.0041 5.4911 -4.0926
H37 0.2296 4.7884 -3.2321
H38 0.3952 3.1328 -1.4858
H39 -3.8444 2.7037 -1.4173
H40 -4.0353 4.4526 -3.1042
Br1 2.8251 1.8510 -6.1313
C51 3.2766 1.3403 -4.3620
C52 4.4776 0.6889 -4.1405
N6 4.8744 0.3245 -2.9261
C53 4.0808 0.6138 -1.8977
C54 2.8482 1.2461 -2.0311
C55 2.4274 1.6121 -3.3034
C56 1.9773 1.5462 -0.8235
O1 2.3824 2.3759 -0.0108
O2 0.9192 0.8391 -0.7774
H41 5.1335 0.4613 -4.9735
H42 4.4362 0.3318 -0.9132
H43 1.4661 2.0901 -3.4542

For the highest occupied orbital energy (spin up / spin down), the calculation gives -0.0704 / -0.0711 hartree. As for the multiplicity: 3. As for the expectation value of S²: 2.0288. The value obtained for the frontier orbital gap (spin up / spin down) is 5.44 / 5.46 eV. The LUMO energy (spin up / spin down) comes out at 0.1296 / 0.1296 Ha. Its total charge is -2. For the total energy, the calculation gives -9189.14774 Eh.